Record 1
The following is a quantum chemistry calculation of 23 unconnected molecules or ions with the total composition C3H51O23, from the Open Molecules 2025 dataset.

Geometry as XYZ:
```
77
Properties=species:S:1:pos:R:3:forces:R:3
C -1.279104 0.673987 0.400831 -0.6767 1.6109 2.0452
C -0.130104 -0.258013 0.419831 0.4181 0.6493 0.0995
C 0.867896 0.173987 -0.603169 2.1958 -1.1911 1.1079
O 0.383896 -0.365013 1.687831 0.4660 0.2240 0.1998
H -1.025104 1.735987 0.651831 0.3183 -0.9997 -0.1809
H -1.983104 0.360987 1.203831 0.0980 0.1713 -0.7810
H -1.739104 0.756987 -0.542169 -1.0887 -0.2804 -1.1610
H -0.502104 -1.208013 0.125831 -0.5883 -1.4721 -0.6906
H 0.487896 0.262987 -1.566169 -0.7729 0.0279 -1.8523
H 1.768896 -0.489013 -0.654169 -0.9414 0.2584 0.0611
H 1.274896 1.112987 -0.326169 0.2605 1.0627 0.1829
O 3.886896 0.160987 -2.188169 0.3809 1.1152 -1.0153
H 3.099896 -0.297013 -2.473169 -0.3296 -0.5763 -0.2904
H 4.125896 -0.104013 -1.309169 0.0486 -0.4563 0.8463
O 0.994896 -1.240013 4.179831 -1.1124 0.8887 -0.2868
H 1.928896 -1.187013 4.134831 1.6180 -0.3711 0.1876
H 0.786896 -0.643013 3.424831 -0.3853 -0.7807 0.4775
O 0.236896 -3.316013 -1.810169 1.1048 0.3059 -0.5467
H -0.486104 -3.331013 -1.179169 -0.5400 -0.1762 0.1955
H 0.206896 -4.060013 -2.411169 -0.2633 -0.3595 0.1375
O 1.803896 -1.149013 -4.268169 -0.0217 -1.0104 0.0917
H 0.935896 -0.828013 -3.935169 0.8102 -0.4430 -0.1009
H 1.832896 -2.128013 -4.112169 -0.0736 1.4959 -0.0452
O 0.966896 3.510987 0.588831 -0.2066 0.1738 0.2025
H 1.603896 2.787987 0.645831 0.2221 0.1377 0.2912
H 0.793896 3.625987 -0.337169 -0.0642 0.0766 -0.5819
O 2.432896 -2.117013 1.511831 0.7310 -2.7116 0.1785
H 1.711896 -1.530013 1.530831 -2.4195 1.4390 0.4231
H 3.132896 -1.519013 1.364831 1.5476 0.8178 -0.3314
O -2.470104 3.253987 1.851831 -1.1299 -1.0596 0.2115
H -2.231104 4.083987 1.474831 0.7817 0.6588 -0.0532
H -1.718104 2.764987 2.215831 0.2918 0.5355 -0.0288
O -0.710104 -1.376013 -3.332169 -0.6248 1.3415 0.2794
H -0.767104 -1.897013 -4.108169 -0.4458 -0.5814 -1.4925
H -0.304104 -1.992013 -2.726169 0.4970 -0.4364 1.0243
O -1.654104 1.289987 -3.053169 -0.7331 1.5162 0.0228
H -1.258104 1.087987 -2.220169 0.1606 0.3380 1.4961
H -1.206104 0.620987 -3.519169 0.7910 -1.5702 -1.6830
O -3.347104 -0.969013 3.211831 0.2098 -0.4227 1.5597
H -2.653104 -1.544013 2.864831 0.3311 -0.1651 -0.1517
H -3.762104 -0.568013 2.474831 -0.6785 0.8086 -1.0131
O 3.063896 2.567987 -1.223169 -0.4813 1.5075 0.1519
H 3.268896 1.781987 -1.746169 0.4385 -0.4444 -0.5862
H 3.086896 3.360987 -1.798169 0.2205 -0.9671 0.4173
O 4.113896 -0.189013 0.575831 0.0155 -0.0635 -0.5159
H 3.639896 0.588987 0.870831 -0.6591 0.6405 0.2437
H 4.888896 -0.169013 1.117831 0.9308 -0.1431 0.4196
O -1.713104 -3.528013 -0.007169 0.2362 -0.4945 -0.8309
H -2.596104 -3.786013 -0.231169 -1.1673 0.1129 -0.1885
H -1.307104 -4.382013 0.126831 0.5302 -0.5808 0.4812
O 3.062896 -2.694013 -1.394169 0.0866 -0.8331 -1.1446
H 2.129896 -2.914013 -1.518169 0.1309 0.1457 0.3903
H 3.073896 -1.939013 -0.823169 -0.0809 0.3404 0.8139
O -1.249104 -2.357013 2.268831 0.3095 -1.1024 -1.2060
H -1.237104 -2.840013 1.414831 -0.6522 0.3223 1.3855
H -0.509104 -1.759013 2.051831 0.4195 0.9354 1.0203
O -4.432104 1.318987 1.603831 -0.9110 -1.2615 -0.4787
H -3.753104 1.970987 1.545831 0.9257 1.3534 0.2501
H -4.181104 0.709987 0.893831 -0.3503 0.0307 0.1097
O 1.436896 1.627987 -3.516169 -0.4779 0.3219 -0.4287
H 1.238896 2.167987 -2.750169 0.3035 -0.0071 0.6899
H 0.771896 1.974987 -4.123169 0.0834 -0.2356 -0.3410
O 2.154896 1.566987 2.204831 2.2262 1.2690 -0.4605
H 1.859896 1.610987 3.096831 -0.2175 0.4890 1.3476
H 1.537896 0.950987 1.862831 -1.6989 -1.9637 -0.9229
O -0.634104 1.490987 3.367831 -0.0077 1.7916 0.8031
H -0.561104 0.717987 2.824831 0.2449 -1.4502 -0.9887
H -1.434104 1.440987 3.882831 -0.4789 -0.4828 0.3333
O 0.124896 4.173987 3.120831 0.0153 -0.3398 -0.8800
H 0.285896 3.943987 2.171831 0.2357 0.6556 0.7181
H -0.096104 3.283987 3.426831 0.0439 0.0557 0.4185
O -3.852104 -0.364013 -2.998169 -0.7364 -0.9896 0.6464
H -3.183104 0.299987 -3.122169 0.6332 0.7943 -0.2720
H -3.730104 -0.570013 -2.056169 -0.2978 0.1390 -0.3247
O -3.848104 -1.067013 0.075831 -0.6451 -1.3795 -1.1674
H -4.482104 -1.712013 -0.331169 0.5720 0.9550 0.6804
H -2.981104 -1.432013 -0.158169 0.0736 0.2889 0.3807
```
Forces are in eV/Å.

net charge = -1
E_LUMO = 0.0409 Eh
strongest force on any atom = 2.85 eV/Å
calculated total energy = -51034.5309 eV
multiplicity = 1


Record 2
The following is a quantum chemistry calculation of 21 unconnected molecules or ions with the total composition C3H53N6O20, from the Open Molecules 2025 dataset.

Geometry as XYZ:
```
82
Properties=species:S:1:pos:R:3:forces:R:3
N -2.268298 -0.653816 1.000983 0.8314 0.5539 -1.5660
C -2.579926 0.537096 0.408909 -0.8478 -0.5481 2.2148
N -3.168093 1.438515 1.212633 2.8009 0.8092 -0.1102
N -2.308132 0.847885 -0.850418 -0.8374 -0.3364 -1.4819
C -3.061110 0.441971 -2.045784 0.9024 0.1594 -1.3047
C -2.166686 -0.396615 -3.051329 0.5656 -0.8724 0.1924
N -2.157269 0.227925 -4.347965 -0.4233 0.7094 0.4699
N -0.769677 -0.463078 -2.637925 -0.4352 0.4074 -0.7040
N -2.656004 -1.777575 -3.109698 -0.5200 0.5436 0.5079
H -1.574219 -0.395874 1.707301 -0.3296 -0.3928 1.1845
H -1.746288 -1.152721 0.288698 -0.0363 -0.5646 0.0548
H -2.918820 2.331157 0.798871 -1.0135 0.5649 -0.0376
H -2.693822 1.427220 2.125216 -0.8906 -0.3610 0.6194
H -1.534912 1.464819 -0.992550 0.0376 0.6402 0.0510
H -3.285955 1.366731 -2.585079 -0.3203 -0.1159 0.1767
H -3.979508 -0.091267 -1.820784 0.0955 -0.0035 0.3368
H -1.358759 -0.076321 -4.876235 0.1057 -0.4447 -0.1796
H -3.026119 0.050999 -4.842813 -0.0220 0.2480 -0.2263
H -0.652763 -1.003783 -1.798501 0.4384 -0.0691 0.2075
H -0.409594 0.473002 -2.535894 0.3965 0.0651 0.3147
H -2.053532 -2.347928 -2.538723 0.0680 -0.4353 -0.0103
H -2.590361 -2.111534 -4.054148 0.1708 -0.3216 -0.3271
O -0.908835 0.790051 3.537500 -0.1087 -0.0968 -0.0600
H -0.127564 1.322764 3.774808 -0.0761 -0.0947 -0.5134
H -1.023141 0.189829 4.289196 -0.3246 0.0948 0.0041
O 1.002608 -2.438297 -1.170008 -0.1290 0.1191 -0.0353
H 1.748973 -1.855658 -1.365057 -0.0181 0.0990 0.1288
H 1.300606 -3.306463 -1.456336 0.0050 -0.1724 0.1815
O 1.304022 2.564875 3.201712 -0.7393 -0.4453 0.4901
H 1.797577 2.685130 2.380704 0.2066 0.2749 0.0871
H 1.031593 3.456674 3.436449 0.1401 0.2376 -0.2460
O 4.053355 2.395019 2.884400 0.1716 0.0635 -0.0838
H 3.354916 2.185888 3.516212 0.0708 -0.0747 0.1351
H 4.240258 1.552388 2.461832 0.1279 -0.0979 -0.0560
O 3.102224 -0.809827 0.049716 -0.1850 -0.1130 -0.2062
H 2.723540 -1.551209 0.534736 -0.0167 -0.0062 0.1459
H 3.990352 -1.110314 -0.179882 0.0890 0.0257 0.0570
O 5.729372 -1.948389 -1.608590 0.0585 0.2921 0.0856
H 5.853250 -2.690584 -2.205646 -0.0294 -0.2048 0.0505
H 6.244235 -1.240100 -2.008166 -0.0228 0.0689 -0.1281
O 0.420807 2.159038 6.112997 -0.1302 0.0213 -0.2014
H 0.921343 2.279174 5.299606 0.4068 -0.0792 0.0871
H 0.136989 3.048565 6.349518 -0.1453 -0.0023 0.1382
O -0.998951 -3.756657 1.944181 0.6438 0.0508 0.4321
H -0.911562 -4.426417 1.263157 -0.2632 -0.1304 -0.1130
H -1.269762 -2.976167 1.462915 -0.1779 -0.0175 -0.0742
O -1.886258 3.040675 -6.412154 -0.2701 -0.1315 -0.1527
H -1.873076 2.311832 -5.783268 -0.0065 0.0064 0.1403
H -0.970900 3.324605 -6.452126 0.1411 0.0701 0.1176
O -2.493828 -3.811438 -5.546446 -0.0610 0.0513 0.0699
H -3.206855 -4.376889 -5.237184 -0.1114 -0.0174 0.0499
H -1.992608 -4.371975 -6.143378 0.1261 0.0077 -0.1055
O -2.947249 -0.468665 5.647869 0.0639 0.1053 -0.1400
H -3.813747 -0.762003 5.356874 -0.0763 -0.1337 -0.0325
H -3.136753 0.179359 6.332804 0.1257 0.0652 0.1088
O -2.076539 3.755097 5.608902 0.0439 -0.0546 -0.1676
H -1.875485 3.084156 4.947525 0.0790 -0.1925 0.1113
H -2.907442 4.138399 5.317803 -0.0858 0.1575 0.0722
O 5.916885 -0.765661 1.106836 0.0504 0.1836 -0.1255
H 6.703934 -0.402546 1.520743 0.0385 0.0499 0.1574
H 6.238645 -1.148058 0.282952 -0.0145 -0.3024 -0.0240
O 2.451134 -4.856437 0.307427 -0.1165 0.0245 -0.1737
H 1.768360 -4.966943 0.975785 -0.0220 0.1185 0.1386
H 2.582457 -5.742145 -0.041020 0.1220 -0.1025 -0.0118
O 0.454721 2.693877 -4.485438 0.0850 0.0369 -0.0005
H 0.073790 1.952677 -4.009328 -0.1758 -0.1089 -0.0871
H 1.333172 2.389854 -4.730615 0.1269 0.0473 -0.0100
O -4.673023 0.113124 -5.885913 -0.0642 -0.0839 -0.0795
H -4.602231 -0.568416 -6.560839 -0.0391 -0.1152 -0.0278
H -4.947468 0.897070 -6.371472 0.0281 0.1477 0.0352
O 3.682572 0.654708 5.054038 0.0270 -0.0921 0.0280
H 3.700752 -0.121074 5.619667 -0.1425 -0.0793 0.0993
H 4.584429 0.987215 5.080267 0.0602 0.1293 -0.0617
O -3.349334 -4.415683 0.625109 -0.1194 0.1118 -0.2906
H -3.816358 -3.759207 0.101848 -0.1364 -0.0451 -0.1620
H -3.863251 -4.478923 1.434109 0.0672 -0.0767 0.1776
O 3.777450 1.970994 -0.322275 -0.2164 0.3853 -0.0491
H 3.420950 1.189485 0.112290 -0.0188 -0.3256 -0.0447
H 4.674808 1.730665 -0.556545 0.1637 -0.0087 0.0376
O 2.396651 4.624540 1.839238 -0.2168 0.2812 -0.3833
H 3.151618 4.986551 2.309566 0.1475 -0.0970 0.1010
H 2.763719 4.335062 0.995632 0.1065 -0.0609 -0.0031
```
Forces are in eV/Å.

net charge = +1
E_LUMO = -0.1319 Eh
strongest force on any atom = 2.92 eV/Å
calculated total energy = -53856.3948 eV
multiplicity = 1


Record 3
The following is a quantum chemistry calculation of 2 unconnected molecules or ions with the total composition C3H5BrN2, from the Open Molecules 2025 dataset.

Geometry as XYZ:
```
11
Properties=species:S:1:pos:R:3:forces:R:3
N -1.707495 1.430410 -0.074614 0.6020 -0.1476 4.2299
C -0.435203 1.097152 -0.427145 0.1241 -0.5468 -1.6749
C 0.598901 1.070145 0.393945 1.0514 -0.3174 -1.3475
Br 2.370973 0.541879 -0.073748 -0.3054 0.0154 -0.3174
H -2.107183 1.405133 0.897832 1.2498 0.0000 -1.6456
H -2.359731 1.571677 -0.736889 -2.3264 0.4166 -2.6279
H -0.354530 0.840522 -1.530027 0.1661 0.1658 1.5535
H 0.654759 1.500652 1.331183 -0.4838 0.5094 1.8358
C 1.131133 -3.154298 0.052455 2.0551 -2.6266 0.0829
N 0.400549 -2.299359 0.102634 -1.7305 1.8862 0.0131
H 1.807832 -4.003916 0.064376 -0.4023 0.6450 -0.1019
```
Forces are in eV/Å.

structure (SMILES) = N/C=C/Br.C#N
E_LUMO = 0.0360 Eh
strongest force on any atom = 4.28 eV/Å
calculated total energy = -76212.7904 eV
multiplicity = 1


Record 4
The following is a quantum chemistry calculation of C3H5BrN2O in the gas phase, from the Open Molecules 2025 dataset.

Geometry as XYZ:
```
12
Properties=species:S:1:pos:R:3:forces:R:3
O 1.381632 1.404484 -1.072961 -0.8160 -0.0168 0.2092
C 0.581906 0.665235 -0.528234 1.8370 1.6577 -1.7175
C 1.071544 -0.535616 0.176880 -2.3388 0.8385 -0.1481
N -0.069894 -1.340856 0.420581 0.0383 -3.0401 -0.4789
N -1.266401 -0.619673 0.559169 1.6038 1.2620 -4.1934
C -0.860839 0.823769 -0.487972 -1.5065 -2.3407 3.7845
Br -1.436075 2.370535 0.441461 -0.0524 0.1897 -0.1930
H 1.806852 -0.865533 -0.472473 1.6400 -1.4784 -0.6351
H 1.413791 -0.107720 1.058972 1.3928 0.3785 1.9931
H -0.093964 -2.175961 -0.187576 -0.6488 1.0359 0.4301
H -1.092325 -0.193045 1.403089 -0.2786 1.5252 2.6994
H -1.436226 0.574383 -1.310937 -0.8708 -0.0115 -1.7504
```
Forces are in eV/Å.

structure (SMILES) = O=C1CNN[C@H]1Br
E_LUMO = 0.0104 Eh
strongest force on any atom = 4.70 eV/Å
calculated total energy = -78259.2353 eV
multiplicity = 1


Record 5
The following is a quantum chemistry calculation of C3H5BrN2O3 in the gas phase, from the Open Molecules 2025 dataset.

Geometry as XYZ:
```
14
Properties=species:S:1:pos:R:3:forces:R:3
C 0.266111 -0.017087 1.777293 3.8333 -0.5956 -3.1027
C -0.282275 0.077226 0.314082 -0.5976 -1.6267 1.4024
Br -2.110521 0.799916 0.271798 0.7912 0.4656 0.0018
C 0.712754 0.628460 -0.753467 -0.0569 -0.2055 0.4410
N 0.100823 0.943326 -1.917079 2.1367 -0.3611 -1.2514
O 1.917978 0.617990 -0.564238 -1.4065 -0.1332 -0.1787
N -0.565085 -1.492434 -0.093799 0.4208 1.3071 -0.4057
O -1.530322 -1.761949 -0.744569 -0.4503 -0.0382 -0.3482
O 0.269633 -2.259022 0.281295 0.7457 -0.6422 0.2584
H 1.328748 0.559598 1.739907 -2.1382 -2.1258 0.2503
H 0.232286 -1.083182 2.144711 0.5747 1.4698 -0.4086
H -0.290508 0.583996 2.344861 -2.4201 2.1539 2.4072
H -0.762338 1.370784 -2.080691 -1.6005 0.1988 0.5815
H 0.712719 1.032380 -2.720106 0.1678 0.1331 0.3526
```
Forces are in eV/Å.

structure (SMILES) = C[C@@](Br)(C(N)=O)[N+](=O)[O-]
E_LUMO = -0.0027 Eh
strongest force on any atom = 4.97 eV/Å
calculated total energy = -82353.7941 eV
multiplicity = 1


Record 6
The following is a quantum chemistry calculation of a gas-phase ion, C3H5BrN3 (charge +1), from the Open Molecules 2025 dataset.

Geometry as XYZ:
```
12
Properties=species:S:1:pos:R:3:forces:R:3
C 0.644278 0.708309 -1.483343 -4.4205 1.0346 3.2597
C 0.091762 0.055866 -0.110346 -0.9535 1.5727 -4.8856
N 0.596241 0.169396 1.084118 0.3648 -0.7068 0.9153
C -0.230199 -0.550923 1.928719 -0.4196 0.1924 -2.9115
N -1.217962 -1.043343 1.273049 -1.3223 0.2112 -0.5616
N -1.096126 -0.588017 -0.016903 2.7684 0.2151 1.6038
Br -2.282315 -0.986032 -1.321100 -0.2480 -0.1288 -0.2649
H 1.645598 0.931926 -1.466895 2.2112 1.3832 0.6997
H -0.121933 1.515025 -1.817532 1.7275 -1.0261 0.7954
H 0.614923 -0.002821 -2.199939 -0.6017 -2.6636 -2.2792
H 1.526422 0.534822 1.214209 0.0411 0.1466 0.5247
H -0.170690 -0.744209 2.915962 0.8527 -0.2305 3.1044
```
Forces are in eV/Å.

structure (SMILES) = Cc1[nH+]cnn1Br
net charge = +1
E_LUMO = -0.1565 Eh
strongest force on any atom = 5.59 eV/Å
calculated total energy = -77696.1465 eV
multiplicity = 1


Q: Which formula does entry 1 have?
A: C3H51O23


Q: multiplicity of number 1 (C3H51O23)?
A: 1


Q: Which of these has the highest calculated total energy?
A: C3H51O23